No. 1
This record from OMol25 describes C32H33F3N6O3PtS2Si as an isolated structure at a distorted geometry. The level of theory is the ωB97M-V functional and the def2-TZVPD basis.

```
81
C32H33F3N6O3PtS2Si (the ωB97M-V functional and the def2-TZVPD basis)
Pt -0.214 -1.183 -1.045
N -6.559 4.079 1.006
C -5.934 2.822 1.152
C -5.183 2.281 0.113
C -4.614 1.023 0.237
C -4.781 0.302 1.409
C -5.542 0.821 2.442
C -6.114 2.077 2.318
S -4.021 -1.308 1.567
O -4.135 -1.721 2.951
O -4.729 -2.148 0.625
N -2.499 -1.173 1.038
C -1.704 -0.206 1.523
N -0.464 -0.020 0.905
C 0.362 0.833 1.495
C 0.055 1.555 2.630
C -1.235 1.410 3.102
N -2.095 0.566 2.578
H -6.103 4.679 0.339
H -6.726 4.550 1.880
H -5.033 2.848 -0.801
H -4.017 0.614 -0.575
H -5.651 0.234 3.347
H -6.702 2.492 3.133
H 1.322 0.962 1.028
H 0.776 2.209 3.100
H -1.604 1.999 3.941
C -6.026 -2.158 -3.696
C -4.699 -2.138 -2.990
C -4.252 -3.240 -2.277
C -3.039 -3.110 -1.624
N -2.314 -2.013 -1.728
C -2.810 -0.971 -2.444
S -1.790 0.410 -2.474
N -3.999 -1.008 -3.074
H -6.366 -3.180 -3.866
H -5.950 -1.631 -4.647
H -6.773 -1.642 -3.086
H -4.846 -4.139 -2.189
H -2.631 -3.898 -1.000
C 6.102 -0.475 -0.718
C 4.753 -1.095 -1.094
C 4.514 -0.891 -2.596
C 4.798 -2.600 -0.790
Si 3.235 -0.388 -0.161
O 1.951 -1.280 -0.388
C 3.082 1.438 -0.740
C 1.945 1.795 -1.478
C 1.705 3.106 -1.872
C 2.614 4.106 -1.548
C 3.766 3.778 -0.843
C 3.987 2.464 -0.443
C 3.645 -0.359 1.709
C 4.690 0.343 2.321
C 4.916 0.272 3.692
C 4.086 -0.502 4.494
C 3.035 -1.201 3.913
C 2.822 -1.129 2.540
H 6.901 -0.902 -1.339
H 6.349 -0.673 0.329
H 6.099 0.609 -0.878
H 5.313 -1.363 -3.185
H 4.488 0.176 -2.842
H 3.554 -1.322 -2.895
H 5.616 -3.091 -1.335
H 3.849 -3.066 -1.070
H 4.941 -2.773 0.284
H 1.219 1.031 -1.730
H 0.798 3.340 -2.418
H 2.431 5.135 -1.837
H 4.490 4.545 -0.591
H 4.888 2.246 0.122
H 5.352 0.964 1.726
H 5.735 0.828 4.136
H 4.257 -0.557 5.564
H 2.371 -1.796 4.530
H 1.989 -1.660 2.089
F -0.472 -2.949 -3.370
C 0.434 -2.452 -2.473
F 0.963 -3.571 -1.898
F 1.430 -1.957 -3.262
```

Values from the calculation:
E_HOMO (spin up / spin down)	-1.336 / -1.336	eV
energy relative to the best compared isomer or geometry (same formula, charge and spin)	31.77	kcal per mole
net charge	-2

---

No. 2
This record from OMol25 describes C32H34As2BF6N3O3RuS2 as an isolated structure. The level of theory is the ωB97M-V functional and the def2-TZVPD basis.

```
84
C32H34As2BF6N3O3RuS2 (the ωB97M-V functional and the def2-TZVPD basis)
Ru -1.006 -0.527 2.232
S -2.190 0.170 4.256
C -3.620 -0.451 3.486
S -3.334 -1.237 1.983
C -4.884 -0.290 4.038
C -5.081 0.378 5.278
N -5.271 0.931 6.273
C -6.056 -0.765 3.388
N -7.028 -1.145 2.896
C 2.106 -3.163 0.156
As 2.314 -1.846 1.543
C 3.587 -2.515 2.814
C 3.155 -0.333 0.704
O 0.972 -1.383 2.400
H 2.426 -4.129 0.536
H 2.706 -2.850 -0.697
H 1.054 -3.222 -0.106
H 4.508 -2.807 2.308
H 3.130 -3.372 3.302
H 3.791 -1.731 3.542
H 4.055 -0.673 0.189
H 3.419 0.406 1.458
H 2.457 0.106 -0.005
N 1.405 0.100 5.094
H 0.923 -0.796 5.149
H 0.681 0.786 5.291
H 1.591 0.190 4.097
C -0.367 1.138 1.163
C 0.404 2.122 0.970
C 1.230 3.173 0.794
C 2.568 3.076 1.416
C 3.741 3.446 0.752
C 4.983 3.260 1.342
C 5.089 2.704 2.611
C 3.931 2.347 3.292
C 2.692 2.542 2.704
C 0.801 4.347 0.029
C 1.471 5.575 0.115
C 1.046 6.679 -0.607
C -0.065 6.600 -1.434
C -0.747 5.391 -1.523
C -0.321 4.283 -0.813
H 3.675 3.859 -0.248
H 5.879 3.539 0.798
H 6.061 2.552 3.063
H 3.982 1.913 4.283
H 1.788 2.270 3.236
H 2.328 5.666 0.771
H 1.585 7.615 -0.512
H -0.398 7.464 -1.996
H -1.621 5.307 -2.159
H -0.860 3.347 -0.896
F -0.528 -3.788 1.059
As -0.477 -4.884 2.418
F -2.140 -5.284 2.200
F -0.002 -6.172 1.336
F -0.361 -5.981 3.763
F 1.242 -4.517 2.630
F -0.860 -3.575 3.476
C -2.666 -3.133 -5.824
C -2.764 -1.682 -5.336
C -4.245 -1.372 -5.100
C -2.240 -0.750 -6.437
C -1.928 -1.468 -4.071
C -0.670 -2.056 -3.956
C 0.154 -1.861 -2.846
C -0.322 -1.046 -1.847
O 0.265 -0.686 -0.667
B -0.690 0.133 0.006
O -1.814 0.301 -0.844
C -1.570 -0.447 -1.946
C -2.386 -0.640 -3.038
H -3.340 -3.283 -6.671
H -2.946 -3.829 -5.032
H -1.660 -3.387 -6.159
H -4.817 -1.616 -5.999
H -4.412 -0.317 -4.884
H -4.645 -1.956 -4.270
H -2.810 -0.885 -7.361
H -1.188 -0.954 -6.648
H -2.324 0.294 -6.129
H -0.305 -2.698 -4.747
H 1.120 -2.340 -2.771
H -3.355 -0.165 -3.057
```

Values from the calculation:
multiplicity	5
<S²>	6.03
E_HOMO (spin up / spin down)	-1.978 / -2.783	eV
energy relative to the best compared isomer or geometry (same formula, charge and spin)	26.36	kcal per mole
net charge	-2

---

No. 3
This record from OMol25 describes C32H34AsN3O3OsS2 as an isolated structure. The level of theory is the ωB97M-V functional and the def2-TZVPD basis.

```
76
C32H34AsN3O3OsS2 (the ωB97M-V functional and the def2-TZVPD basis)
Os 0.357 0.423 0.507
C 2.347 -2.699 -1.591
C 3.188 -2.368 -0.389
C 4.544 -2.669 -0.397
C 5.353 -2.355 0.686
C 4.796 -1.742 1.793
C 3.435 -1.442 1.846
C 2.857 -0.839 3.095
C 2.637 -1.750 0.744
N 1.236 -1.454 0.765
C 0.417 -2.542 0.713
O 0.722 -3.711 0.887
C -0.989 -2.183 0.322
C -2.034 -3.076 0.174
C -3.255 -2.592 -0.277
C -3.404 -1.240 -0.570
C -2.320 -0.408 -0.387
N -1.159 -0.896 0.040
C -2.294 1.069 -0.657
O -3.257 1.633 -1.150
N -1.098 1.634 -0.327
C -0.966 3.020 -0.683
C -1.349 4.008 0.221
C -2.057 3.663 1.499
C -1.115 5.339 -0.118
C -0.549 5.679 -1.335
C -0.253 4.684 -2.255
C -0.477 3.348 -1.948
C -0.303 2.276 -2.989
H 2.984 -2.932 -2.446
H 1.704 -1.857 -1.850
H 1.714 -3.567 -1.398
H 4.968 -3.160 -1.267
H 6.408 -2.600 0.669
H 5.414 -1.510 2.653
H 3.601 -0.836 3.891
H 1.983 -1.396 3.433
H 2.536 0.191 2.928
H -1.863 -4.117 0.408
H -4.090 -3.268 -0.406
H -4.328 -0.818 -0.940
H -1.650 2.766 1.960
H -3.112 3.467 1.291
H -1.994 4.484 2.213
H -1.391 6.114 0.587
H -0.378 6.719 -1.583
H 0.135 4.947 -3.233
H 0.153 2.685 -3.893
H -1.277 1.863 -3.262
H 0.297 1.445 -2.619
S -0.446 0.407 2.552
C 0.242 1.789 3.360
C -0.167 2.112 4.662
C 0.369 3.208 5.298
C 1.320 4.008 4.650
C 1.737 3.692 3.378
C 1.205 2.570 2.723
S 1.744 2.106 1.142
H -0.911 1.495 5.152
H 0.048 3.454 6.302
H 1.728 4.877 5.151
H 2.471 4.301 2.864
C 3.008 3.145 -1.924
As 3.082 1.230 -1.994
C 4.824 0.738 -1.391
C 2.946 0.706 -3.834
O 1.927 0.436 -1.109
H 3.574 3.554 -2.762
H 3.442 3.474 -0.983
H 1.973 3.477 -1.965
H 5.572 1.169 -2.056
H 4.899 -0.347 -1.378
H 4.961 1.112 -0.377
H 3.535 1.366 -4.468
H 1.899 0.745 -4.124
H 3.306 -0.317 -3.928
```

Values from the calculation:
E_HOMO (spin up / spin down)	-7.489 / -7.431	eV
energy relative to the best compared isomer or geometry (same formula, charge and spin)	0.00	kcal per mole

---

No. 4
This record from OMol25 describes C32H34BF3O2S as an isolated structure at a distorted geometry. The level of theory is the ωB97M-V functional and the def2-TZVPD basis.

```
73
C32H34BF3O2S (the ωB97M-V functional and the def2-TZVPD basis)
C -6.115 2.076 -0.826
C -4.647 2.350 -0.699
C -4.149 2.837 0.511
C -2.797 3.084 0.675
C -1.891 2.816 -0.377
B 1.338 -1.767 0.303
C -0.464 2.875 -0.147
C 0.184 3.140 1.055
C 1.594 3.202 0.925
C 2.024 3.070 -0.386
C 3.422 3.026 -0.865
S 0.680 2.988 -1.466
O 1.374 -2.433 1.470
C 2.687 -3.083 1.502
C 3.206 -2.918 2.913
C 2.437 -4.558 1.220
C 3.497 -2.354 0.353
C 4.384 -1.217 0.854
C 4.315 -3.238 -0.563
O 2.453 -1.759 -0.474
C -2.418 2.449 -1.634
C -3.769 2.173 -1.776
H -6.383 1.852 -1.862
H -6.427 1.228 -0.201
H -6.694 2.947 -0.494
H -4.841 3.022 1.336
H -2.419 3.475 1.623
H -0.344 3.250 1.997
H 2.294 3.339 1.750
H 4.088 3.450 -0.106
H 3.736 1.988 -1.050
H 3.528 3.589 -1.800
H 4.195 -3.380 3.018
H 3.270 -1.863 3.208
H 2.527 -3.427 3.609
H 3.354 -5.143 1.360
H 1.693 -4.939 1.932
H 2.062 -4.728 0.201
H 5.244 -1.625 1.404
H 4.781 -0.661 -0.006
H 3.849 -0.511 1.505
H 5.095 -3.759 0.007
H 3.699 -3.978 -1.086
H 4.820 -2.618 -1.313
H -1.754 2.378 -2.497
H -4.160 1.832 -2.737
F -2.185 -2.139 -5.498
C -2.674 -1.190 -4.637
F -2.805 -0.029 -5.351
F -3.936 -1.583 -4.288
C -1.787 -1.008 -3.440
C -0.615 -0.264 -3.559
C 0.131 -0.013 -2.418
C -0.319 -0.427 -1.149
C 0.344 0.044 0.083
C -0.378 0.095 1.362
C -1.783 0.196 1.422
C -2.433 0.435 2.632
C -1.694 0.581 3.808
C -0.302 0.437 3.773
C 0.347 0.181 2.569
C -1.364 -1.373 -1.111
C -2.136 -1.618 -2.241
H -0.304 0.129 -4.525
H 1.096 0.493 -2.502
H 1.196 0.712 -0.045
H -2.364 0.115 0.501
H -3.522 0.521 2.644
H -2.205 0.811 4.744
H 0.281 0.520 4.694
H 1.434 0.073 2.543
H -1.577 -1.913 -0.187
H -3.007 -2.267 -2.192
```

Values from the calculation:
E_HOMO	-7.399	eV
energy relative to the best compared isomer or geometry (same formula, charge and spin)	0.96	kcal per mole

---

No. 5
This record from OMol25 describes C32H34F6N2PPtSbSe2 as an isolated structure. The level of theory is the ωB97M-V functional and the def2-TZVPD basis.

```
79
C32H34F6N2PPtSbSe2 (the ωB97M-V functional and the def2-TZVPD basis)
Pt -0.282 -0.053 0.739
Se 2.064 0.366 1.092
P 2.592 -1.008 -0.543
Se 0.715 -2.182 -0.183
C 4.090 -1.887 -0.145
C 5.296 -1.316 -0.560
C 6.487 -1.914 -0.190
C 6.474 -3.070 0.579
C 5.274 -3.630 0.994
C 4.075 -3.034 0.642
C 2.626 -0.531 -2.265
C 1.945 0.590 -2.724
C 1.973 0.894 -4.076
C 2.651 0.070 -4.957
C 3.306 -1.068 -4.499
C 3.307 -1.371 -3.152
H 5.304 -0.413 -1.158
H 7.425 -1.477 -0.502
H 7.408 -3.538 0.859
H 5.272 -4.529 1.595
H 3.139 -3.464 0.976
H 1.408 1.225 -2.037
H 1.481 1.791 -4.422
H 2.679 0.316 -6.010
H 3.830 -1.710 -5.193
H 3.837 -2.244 -2.797
C -2.584 2.663 -1.783
C -2.141 3.457 -0.594
C -2.082 4.842 -0.622
C -1.643 5.557 0.483
C -1.224 4.899 1.626
C -1.268 3.511 1.705
C -0.828 2.791 2.942
C -1.753 2.829 0.592
N -1.919 1.406 0.695
C -3.078 0.964 1.023
C -4.282 1.796 1.304
C -3.213 -0.527 1.139
C -4.561 -1.136 1.318
N -2.119 -1.181 1.069
C -2.087 -2.606 1.075
C -2.382 -3.289 -0.109
C -2.831 -2.564 -1.344
C -2.241 -4.673 -0.101
C -1.820 -5.338 1.040
C -1.530 -4.631 2.196
C -1.651 -3.247 2.235
C -1.333 -2.463 3.470
H -2.629 3.299 -2.665
H -3.579 2.229 -1.644
H -1.887 1.848 -1.991
H -2.358 5.362 -1.530
H -1.588 6.636 0.434
H -0.836 5.460 2.465
H -0.188 3.433 3.543
H -0.248 1.892 2.703
H -1.675 2.481 3.561
H -4.084 2.855 1.170
H -4.613 1.621 2.329
H -5.100 1.496 0.648
H -5.038 -0.724 2.207
H -4.501 -2.217 1.411
H -5.199 -0.881 0.471
H -2.216 -1.683 -1.550
H -3.865 -2.223 -1.253
H -2.781 -3.220 -2.210
H -2.461 -5.229 -1.003
H -1.712 -6.413 1.027
H -1.200 -5.155 3.084
H -0.880 -3.101 4.225
H -2.233 -2.022 3.903
H -0.642 -1.641 3.255
F 0.740 2.620 -0.849
Sb 2.266 3.782 -0.575
F 2.447 3.851 -2.457
F 3.317 2.157 -0.585
F 2.002 3.480 1.293
F 3.780 4.837 -0.271
F 1.157 5.302 -0.566
```

Values from the calculation:
multiplicity	4
<S²>	3.77
E_HOMO (spin up / spin down)	-10.464 / -11.173	eV
energy relative to the best compared isomer or geometry (same formula, charge and spin)	5.88	kcal per mole
net charge	+1

---

No. 6
This record from OMol25 describes C32H34N2OPS3SiTa as an isolated structure at a distorted geometry. The level of theory is the ωB97M-V functional and the def2-TZVPD basis.

```
75
C32H34N2OPS3SiTa (the ωB97M-V functional and the def2-TZVPD basis)
Ta -0.979 -0.300 0.605
C -2.997 -0.419 3.754
C -1.879 -0.928 4.627
C -2.203 -1.625 5.786
C -1.221 -2.130 6.623
C 0.122 -1.943 6.325
C 0.474 -1.251 5.182
C -0.520 -0.746 4.337
P -0.010 0.243 2.926
C 1.780 0.222 2.738
C 2.516 1.373 3.017
C 3.896 1.353 2.901
C 4.534 0.183 2.517
C 3.798 -0.960 2.235
C 2.412 -0.965 2.331
C 1.638 -2.209 1.979
C -0.614 1.919 3.106
C -0.520 2.576 4.336
C -1.093 3.823 4.484
C -1.785 4.392 3.418
C -1.892 3.730 2.207
C -1.296 2.483 2.027
C -1.412 1.804 0.675
H -3.770 0.052 4.360
H -3.466 -1.249 3.217
H -2.679 0.331 3.026
H -3.246 -1.772 6.034
H -1.507 -2.669 7.517
H 0.889 -2.326 6.984
H 1.520 -1.092 4.952
H 2.013 2.282 3.322
H 4.470 2.243 3.120
H 5.612 0.157 2.439
H 4.311 -1.868 1.942
H 2.262 -3.096 2.084
H 1.321 -2.192 0.928
H 0.768 -2.366 2.623
H -0.015 2.105 5.171
H -1.018 4.345 5.428
H -2.253 5.360 3.538
H -2.447 4.175 1.391
H -0.720 2.274 -0.039
H -2.414 1.971 0.297
C 2.151 1.783 -1.238
Si 1.625 0.078 -1.755
C 0.711 -0.004 -3.363
C 2.938 -1.208 -1.539
O 0.390 -0.353 -0.549
H 3.202 1.942 -1.490
H 2.061 1.914 -0.156
H 1.577 2.565 -1.736
H 1.276 0.524 -4.135
H -0.267 0.478 -3.298
H 0.572 -1.031 -3.702
H 3.697 -1.085 -2.315
H 2.536 -2.218 -1.638
H 3.439 -1.113 -0.573
S -7.115 0.193 -0.571
C -5.604 -0.275 -0.237
S -5.155 -1.943 0.207
C -3.525 -1.462 0.299
N -3.266 -0.209 0.008
N -4.442 0.469 -0.301
C -4.409 1.845 -0.705
C -3.631 2.203 -1.798
C -3.582 3.533 -2.188
C -4.319 4.484 -1.496
C -5.106 4.110 -0.416
C -5.158 2.784 -0.011
S -2.127 -2.410 0.682
H -3.109 1.442 -2.365
H -2.992 3.820 -3.049
H -4.296 5.518 -1.813
H -5.689 4.852 0.113
H -5.767 2.482 0.827
```

Values from the calculation:
E_HOMO	-13.524	eV
energy relative to the best compared isomer or geometry (same formula, charge and spin)	0.00	kcal per mole
net charge	+2